No. 1
# CH3N3O

A single CH3N3O molecule in a non-equilibrium geometry (the ωB97M-V functional and the def2-TZVPD basis, the Open Molecules 2025 dataset).

ORCA input file:
```
! RIJCOSX wB97M-V def2-TZVPD def2/J DEFGRID3
* xyz 0 1
C -1.634 0.043 -0.268
N -0.694 -0.856 -0.177
N 0.392 -0.227 0.007
N 1.231 -0.343 0.920
O 2.463 0.163 0.575
H -1.569 1.081 -0.579
H -2.652 -0.300 -0.117
H 2.463 0.439 -0.361
*
```

The highest occupied orbital energy comes out at -9.35 eV. As for the energy above the lowest of the compared OMol25 structures with the same formula, charge and spin: 4.901 eV. The value obtained for the largest force on an atom is 7.39 eV/Å. The SMILES is C=N/N=N/O. The total energy comes out at -279.2471 a.u.

---

No. 2
# C32H32Ge2N2O2Os

C32H32Ge2N2O2Os as an isolated structure (the ωB97M-V functional and the def2-TZVPD basis, the Open Molecules 2025 dataset).

ORCA input file:
```
! RIJCOSX wB97M-V def2-TZVPD def2/J DEFGRID3
* xyz 3 6
Os -0.856 -0.124 -1.096
C -2.455 -2.628 -2.289
O -1.159 -2.042 -1.884
C 0.006 -2.524 -2.518
C 0.113 -3.817 -2.952
C 1.318 -4.224 -3.527
C 2.391 -3.342 -3.666
C 2.268 -2.038 -3.246
C 1.065 -1.617 -2.670
N 0.818 -0.304 -2.241
N 1.710 0.567 -2.486
C 1.539 1.878 -2.158
C 0.413 2.463 -1.424
O -0.529 1.746 -0.843
C 0.311 3.836 -1.290
C 1.290 4.661 -1.803
C 2.447 4.144 -2.428
C 3.446 5.005 -2.889
C 4.605 4.502 -3.517
C 4.743 3.148 -3.692
C 3.741 2.269 -3.247
C 2.585 2.754 -2.601
H -2.500 -3.655 -1.947
H -2.539 -2.564 -3.368
H -3.219 -2.035 -1.801
H -0.708 -4.516 -2.863
H 1.413 -5.248 -3.870
H 3.319 -3.682 -4.107
H 3.080 -1.334 -3.352
H -0.554 4.236 -0.776
H 1.172 5.738 -1.721
H 3.317 6.075 -2.764
H 5.376 5.180 -3.862
H 5.627 2.753 -4.178
H 3.855 1.206 -3.401
C 0.491 -3.402 1.705
Ge -1.195 -2.809 2.429
C -1.198 -2.456 4.312
C -2.705 -3.728 1.650
Ge -1.564 -0.333 1.312
C -3.066 0.528 2.125
C -4.130 -0.173 2.687
C -5.206 0.530 3.210
C -5.222 1.920 3.156
C -4.171 2.615 2.571
C -3.085 1.924 2.048
C 0.093 0.324 2.053
C 1.309 0.025 1.405
C 2.489 0.645 1.791
C 2.471 1.548 2.852
C 1.281 1.821 3.526
C 0.097 1.216 3.133
H 0.555 -4.475 1.917
H 1.321 -2.899 2.197
H 0.554 -3.265 0.624
H -1.133 -3.434 4.801
H -2.109 -1.957 4.635
H -0.327 -1.862 4.581
H -2.677 -4.756 2.026
H -2.619 -3.748 0.565
H -3.654 -3.279 1.935
H -4.126 -1.255 2.740
H -6.034 -0.005 3.656
H -6.054 2.463 3.582
H -4.195 3.696 2.522
H -2.261 2.471 1.605
H 1.347 -0.731 0.629
H 3.420 0.410 1.291
H 3.391 2.021 3.174
H 1.280 2.506 4.367
H -0.821 1.437 3.667
*
```

The highest occupied orbital energy (alpha / beta) comes out at -15.97 / -16.36 eV. The value obtained for the largest force on an atom is 0.85 eV/Å. As for the expectation value of S²: 8.8504. The total energy comes out at -5741.9573 a.u.

---

No. 3
# C57H53ClFNOP2Rh

C57H53ClFNOP2Rh as an isolated structure in a non-equilibrium geometry (the ωB97M-V functional and the def2-TZVPD basis, the Open Molecules 2025 dataset).

ORCA input file:
```
! RIJCOSX wB97M-V def2-TZVPD def2/J DEFGRID3
* xyz 1 5
Rh -0.157 -2.252 -0.659
C 1.033 3.850 -1.142
C 1.884 5.017 -1.737
C 1.178 5.804 -2.912
C 2.609 5.865 -0.725
C 3.750 6.498 -1.202
C 4.699 6.999 -0.344
C 4.454 7.015 1.042
C 3.337 6.365 1.534
C 3.217 5.857 2.975
C 2.663 4.482 3.239
C 2.527 6.891 3.875
C 2.244 6.075 0.624
N 0.994 6.105 1.160
C -0.111 6.622 0.680
C -0.261 7.673 -0.296
C -1.437 8.465 -0.373
C -2.448 8.321 0.555
C -2.426 7.281 1.501
C -1.365 6.383 1.457
F -1.218 5.410 2.361
H 0.358 4.252 -0.361
H 1.719 3.182 -0.588
H 0.484 3.282 -1.866
H 2.737 4.567 -2.313
H 0.421 6.526 -2.679
H 0.604 5.148 -3.586
H 1.934 6.314 -3.506
H 3.824 6.587 -2.273
H 5.610 7.516 -0.738
H 5.135 7.555 1.742
H 4.265 5.855 3.329
H 1.561 4.502 3.186
H 2.945 4.108 4.236
H 2.974 3.742 2.480
H 1.602 7.234 3.442
H 3.180 7.736 3.979
H 2.474 6.500 4.899
H 0.606 7.869 -0.909
H -1.571 9.194 -1.139
H -3.270 9.070 0.692
H -3.220 7.093 2.200
C -3.856 -7.425 0.973
C -3.117 -6.736 -0.191
C -3.324 -7.546 -1.476
C -3.691 -5.313 -0.468
C -5.057 -5.131 -0.677
C -5.613 -3.825 -0.881
C -4.779 -2.682 -0.853
C -3.410 -2.842 -0.581
P -2.271 -1.488 -0.547
C -2.550 -0.612 0.937
C -1.886 0.620 1.102
C -1.961 1.212 2.407
C -2.807 0.666 3.424
C -3.592 -0.370 3.105
C -3.445 -1.081 1.873
C -2.366 -0.387 -1.943
C -1.828 -0.784 -3.157
C -2.082 -0.172 -4.344
C -2.842 0.983 -4.351
C -3.446 1.435 -3.170
C -3.252 0.720 -1.975
C -2.896 -4.113 -0.525
O -1.530 -4.280 -0.806
C -0.923 -5.501 -0.210
C 0.498 -5.480 -0.127
C 1.127 -6.597 0.397
C 0.366 -7.720 0.868
C -0.950 -7.750 0.600
C -1.613 -6.628 -0.014
P 1.384 -3.876 -0.296
C 2.510 -4.081 -1.692
C 3.453 -3.041 -1.854
C 4.570 -3.219 -2.706
C 4.647 -4.425 -3.345
C 3.603 -5.387 -3.339
C 2.526 -5.259 -2.453
C 2.392 -3.576 1.127
C 1.870 -2.700 2.073
C 2.661 -2.500 3.272
C 3.976 -2.943 3.323
C 4.434 -3.894 2.408
C 3.676 -4.161 1.284
H -4.956 -7.576 0.888
H -3.682 -6.888 1.924
H -3.541 -8.424 1.167
H -4.430 -7.820 -1.585
H -2.772 -8.493 -1.557
H -2.986 -7.042 -2.406
H -5.748 -5.967 -0.786
H -6.716 -3.708 -1.081
H -5.206 -1.702 -1.031
H -1.297 1.000 0.257
H -1.362 2.104 2.707
H -2.861 1.157 4.408
H -4.417 -0.735 3.728
H -3.954 -2.019 1.764
H -1.150 -1.621 -3.138
H -1.636 -0.541 -5.289
H -2.895 1.556 -5.285
H -4.095 2.336 -3.087
H -3.816 1.046 -1.105
H 2.154 -6.521 0.596
H 0.912 -8.557 1.407
H -1.534 -8.650 0.909
H 3.348 -2.169 -1.166
H 5.237 -2.390 -2.871
H 5.492 -4.641 -4.097
H 3.600 -6.229 -4.018
H 1.759 -5.986 -2.361
H 0.898 -2.251 1.887
H 2.190 -1.947 4.093
H 4.696 -2.577 4.108
H 5.536 -4.186 2.398
H 3.966 -4.875 0.559
Cl 1.121 -0.352 -0.971
*
```

The highest occupied orbital energy (alpha / beta) comes out at -8.74 / -9.16 eV. The value obtained for the largest force on an atom is 3.57 eV/Å. As for the expectation value of S²: 6.0806. The total energy comes out at -3686.7733 a.u.